The following is a DFT calculation (ωB97M-V/def2-TZVPD) of an isolated molecule of C4H6O4S2 in a non-equilibrium geometry.

## Properties
Spin multiplicity: 1
SMILES: O=C(O)CSSCC(=O)O
E_HOMO (eV): -9.2
Strongest force on any atom (eV/Å): 4.8
E (hartree): -1253.31006
Total charge: 0
Energy above the lowest of the compared OMol25 structures with the same formula, charge and spin (kcal per mole): 54.2
E_LUMO (eV): 0.469

Geometry as XYZ:
```
16
Properties=species:S:1:pos:R:3:forces:R:3
C -1.8868 -0.5320 -0.2217 3.1607 1.3341 -0.8444
C -0.8143 -1.4555 0.4422 -0.9158 0.1335 2.8354
C 2.2064 0.2730 -0.1238 2.1719 1.3616 -2.5215
C 0.9164 1.1124 0.1107 -0.9286 2.7237 2.5048
H -3.4161 0.3056 0.2097 -0.7226 0.2184 -0.2473
H -1.2739 -2.4626 0.8602 0.8900 2.1132 -0.9305
H -0.2092 -0.8541 1.3926 -2.2879 -1.5955 -2.7327
H 3.1860 0.7166 0.3082 -1.9447 -0.4590 -0.0033
H 2.5364 0.2314 -1.2690 -1.3303 0.8911 2.2113
H -0.0008 2.7487 -0.5857 3.0373 -3.5461 -0.8962
O -3.0249 -0.5517 0.4003 -1.1558 0.0459 0.8112
O -1.5881 0.2538 -1.1317 -1.3684 -1.6537 1.8235
O 0.7739 1.9853 -0.8706 -2.3515 3.0477 -0.1778
O 0.1897 1.2921 1.1202 2.3284 -1.9164 -1.9116
S 0.3375 -1.6316 -0.8540 1.5453 -1.2817 -0.6504
S 2.0676 -1.4314 0.2123 -0.1280 -1.4170 0.7296
```
Forces are in eV/Å.



The following is a DFT calculation (ωB97M-V/def2-TZVPD) of a 2-piece molecular cluster, C3H4IN overall in a non-equilibrium geometry.

## Properties
Spin multiplicity: 1
SMILES: C#CN=C.I
E_HOMO (eV): -9.6
Strongest force on any atom (eV/Å): 2.4
E (hartree): -469.02908
Total charge: 0
Energy above the lowest of the compared OMol25 structures with the same formula, charge and spin (kcal per mole): 59.7
E_LUMO (eV): 0.216

Geometry as XYZ:
```
9
Properties=species:S:1:pos:R:3:forces:R:3
C 0.7933 -1.8248 0.7057 0.6010 -0.2465 -1.1553
C 0.9946 -1.1069 -0.2597 -0.8668 1.1173 1.3604
C 1.3230 1.1246 -0.5736 -2.1086 -0.3844 -0.4543
N 1.1185 -0.0136 -1.0962 1.1139 -2.0980 0.5176
I -3.6881 0.2373 -0.3297 0.0351 -0.2779 -0.5235
H 0.7764 -2.6584 1.3911 -0.1545 0.4816 -0.3357
H -3.6987 0.9788 1.0624 -0.0129 0.2780 0.5272
H 0.9886 1.3998 0.4242 0.8523 -0.1921 0.4456
H 1.3925 1.8631 -1.3242 0.5405 1.3220 -0.3820
```
Forces are in eV/Å.



The following is a DFT calculation (ωB97M-V/def2-TZVPD) of C42H34N11STl as an isolated structure in a non-equilibrium geometry.

## Properties
Spin multiplicity: 1
E_HOMO (eV): -6.9
Strongest force on any atom (eV/Å): 1.0
E (hartree): -2793.92821
Total charge: 0
Energy above the lowest of the compared OMol25 structures with the same formula, charge and spin (kcal per mole): 0.0
E_LUMO (eV): -0.091

Geometry as XYZ:
```
89
Properties=species:S:1:pos:R:3:forces:R:3
Tl -0.0393 -0.0864 -0.4993 -0.0584 0.0584 -0.6207
N 8.8906 -6.1957 0.2370 0.2362 -0.1717 0.0120
C 7.9632 -5.5207 0.2120 0.5414 -0.3818 0.0687
C 6.8202 -4.6916 0.1730 -0.7699 0.6134 -0.0224
C 6.5152 -3.9935 -0.9973 0.0753 -0.1063 0.1269
C 5.3881 -3.2003 -1.0452 -0.1204 0.0355 0.0900
C 4.5441 -3.0977 0.0593 0.2851 -0.2120 0.0230
C 4.8674 -3.7758 1.2312 -0.0961 0.1482 -0.0945
C 5.9995 -4.5643 1.2953 0.1592 -0.0858 -0.1356
C 3.3051 -2.2900 -0.0590 -0.3705 0.1953 -0.0474
C 3.4726 -0.9061 0.0121 0.3519 -0.0302 0.0478
C 4.7142 -0.2500 0.2731 -0.0179 -0.1036 0.0215
C 4.4453 1.0918 0.3228 0.1817 0.1018 0.0328
C 3.0618 1.2123 0.0833 -0.0625 -0.0345 -0.0127
N 2.4788 0.0423 -0.1010 -0.3259 0.0466 -0.0843
C 2.1365 -3.0145 -0.2975 0.3387 -0.2739 0.1137
C 2.0745 -4.4395 -0.3917 -0.0184 0.0174 -0.0091
C 0.8030 -4.7439 -0.8009 0.0018 -0.2362 0.0080
C 0.1374 -3.5074 -0.9376 0.1109 0.2121 -0.0478
N 0.9077 -2.4822 -0.6224 -0.1784 0.1334 -0.0424
H 7.1632 -4.0832 -1.8577 0.0150 -0.0149 -0.0180
H 5.1449 -2.6546 -1.9456 -0.0379 0.0122 -0.0545
H 4.2232 -3.6806 2.0938 -0.0582 -0.0081 0.0375
H 6.2539 -5.0883 2.2054 0.0065 -0.0393 0.0214
H 5.6654 -0.7315 0.4006 0.1616 -0.0665 0.0558
H 5.1259 1.9019 0.5071 0.1539 0.0941 0.0161
H 2.4982 2.1268 0.0475 -0.1376 0.1755 0.0036
H 2.8746 -5.1243 -0.1748 0.0906 -0.0843 -0.0578
H 0.3779 -5.7119 -0.9948 -0.0033 -0.1637 -0.0088
H -0.8719 -3.3661 -1.2877 -0.1887 0.1217 -0.0067
C -3.9748 2.9653 -2.0522 0.0224 0.4858 0.0807
N -3.9878 1.5308 -2.0141 0.1906 -0.7273 0.2097
C -4.2150 0.6879 -3.0730 -0.1232 -0.5472 -0.2824
C -4.1000 -0.5792 -2.6325 -0.0805 0.1569 -0.5099
N -3.7736 -0.5326 -1.2869 0.0290 0.8799 -0.5155
C -3.7243 0.7894 -0.8984 -0.2028 0.1359 0.3073
S -3.5758 1.4024 0.6180 0.0712 0.4607 0.7342
C -3.4035 -1.6484 -0.5313 0.2707 -0.8007 0.5749
C -3.9773 -2.8930 -0.7971 0.1032 0.2150 0.0009
C -3.5404 -3.9795 -0.0593 0.1687 0.0886 0.1738
C -2.5798 -3.7899 0.9243 -0.1756 -0.0579 -0.0867
C -2.0721 -2.5144 1.1046 -0.1898 -0.3137 0.0616
N -2.4613 -1.4724 0.3887 -0.3632 0.1142 -0.2085
H -4.6285 3.3148 -2.8502 0.0232 -0.0680 -0.0038
H -2.9604 3.3395 -2.2199 -0.0830 -0.0342 0.0384
H -4.3271 3.3488 -1.0928 0.0343 -0.0815 -0.1145
H -4.4455 1.0515 -4.0544 -0.0232 0.0432 -0.1252
H -4.2023 -1.5065 -3.1575 0.0618 -0.0721 -0.1230
H -4.7354 -3.0104 -1.5567 -0.0708 0.0367 -0.0023
H -3.9405 -4.9643 -0.2523 -0.0698 -0.0371 0.0010
H -2.2141 -4.6133 1.5168 0.0445 -0.0586 0.0475
H -1.2989 -2.3188 1.8325 0.1143 -0.0323 0.0963
N 0.1654 -0.1166 6.2628 -0.0346 0.0146 0.2765
C 0.1800 -0.0922 4.9022 -0.0049 -0.1259 -0.4425
C 1.3233 -0.4392 4.1733 -0.1243 0.0609 0.0966
C 1.2633 -0.4609 2.7969 0.1745 -0.0140 0.1383
N 0.1718 -0.1550 2.1016 -0.0821 -0.0094 -0.1812
C -0.9181 0.1830 2.7901 -0.0447 0.0483 0.1690
C -0.9673 0.2219 4.1658 0.0851 0.0221 0.0829
H 1.0397 -0.1483 6.7560 -0.0464 0.0338 0.0332
H -0.6124 0.3046 6.7399 0.0952 0.0039 0.0396
H 2.2407 -0.6883 4.6841 0.1281 -0.0581 0.0200
H 2.1316 -0.7320 2.2159 0.1477 -0.0296 -0.0670
H -1.7898 0.4287 2.2015 -0.1717 0.0020 -0.0862
H -1.8833 0.4924 4.6682 -0.1341 0.0435 0.0347
N 2.5146 7.2190 -0.9607 -0.1361 -0.3281 -0.0722
C 2.9188 8.4490 -0.5183 -0.0120 0.3575 0.6722
C 3.4367 9.5606 -1.1654 0.0607 0.0090 -0.1376
C 3.6732 10.6796 -0.3929 0.0289 -0.0669 -0.1587
C 3.4164 10.6877 0.9811 0.0085 0.1104 0.1733
C 2.9100 9.5850 1.6329 0.0012 -0.1017 -0.0808
C 2.6466 8.4473 0.8732 0.2640 0.2666 -0.8600
N 2.0920 7.2508 1.2272 -0.3325 -0.6307 0.1717
C 2.0094 6.5455 0.1281 0.2966 0.6736 0.1637
C 1.3709 5.2452 0.0386 -0.4280 -0.7511 -0.1004
C 0.8794 4.6270 1.1920 0.1678 0.1535 -0.2282
C 0.2184 3.4164 1.0747 0.0641 0.2334 0.0878
N 0.0225 2.8085 -0.0862 -0.0938 -0.0228 -0.0805
C 0.4859 3.3890 -1.1832 0.0202 0.0610 -0.0904
C 1.1601 4.5975 -1.1813 0.0861 0.1272 0.2928
H 2.5884 6.8752 -1.9035 -0.0478 0.0238 0.1307
H 3.6352 9.5551 -2.2274 0.0197 0.0387 -0.0785
H 4.0598 11.5727 -0.8600 0.0513 0.0622 -0.0452
H 3.6155 11.5911 1.5381 0.0238 0.0558 0.0691
H 2.7102 9.5911 2.6914 -0.0448 0.0139 0.1534
H 1.0221 5.1110 2.1437 -0.0140 0.0145 0.1404
H -0.1812 2.9066 1.9414 0.0117 0.0134 0.1340
H 0.3136 2.8556 -2.1117 0.0210 -0.0389 -0.0597
H 1.5116 5.0148 -2.1139 -0.0219 -0.0054 -0.0814
```
Forces are in eV/Å.



The following is a DFT calculation (ωB97M-V/def2-TZVPD) of C14H26N4O11P2SSb2W as an isolated structure in a non-equilibrium geometry.

## Properties
Spin multiplicity: 3
E_HOMO (alpha / beta) (eV): -5.5 / -7.9
Strongest force on any atom (eV/Å): 6.4
E (hartree): -3224.23905
Total charge: 0
Energy above the lowest of the compared OMol25 structures with the same formula, charge and spin (kcal per mole): 228.2
E_LUMO (alpha / beta) (eV): -1.017 / -1.058
⟨S²⟩: 2.057

Geometry as XYZ:
```
61
Properties=species:S:1:pos:R:3:forces:R:3
W -1.2948 -1.0867 0.1275 4.1215 2.9182 -3.7466
O -3.0535 -2.4413 1.8189 -0.5675 -0.8824 1.6626
S -1.9345 -1.6774 2.3729 -3.9174 -1.2457 4.1849
O -1.8361 -1.7308 3.7781 0.3644 -0.0947 0.9510
O -2.0628 -0.3152 1.8065 -0.0591 1.8836 2.0478
O -0.7205 -2.1318 1.6645 2.9013 -2.5129 2.5160
O -4.5724 -3.1506 -0.0255 -0.1448 -0.1947 -0.4539
P -3.3054 -2.3448 -0.4247 -3.3174 -1.3126 -1.6058
O -3.1715 -0.8774 -0.0830 -4.1880 0.8369 -0.3316
O -1.9084 -2.8831 -0.2654 -0.5488 -3.7966 -0.7992
O -3.5462 -2.2961 -1.9952 -0.2151 -0.3200 -0.3860
P -2.6498 -1.1352 -2.7217 -1.2199 0.4838 -0.4665
O -3.4276 0.2068 -2.2942 -0.2150 -0.1790 -0.4541
O -2.6085 -1.3021 -4.1572 0.1727 -0.3432 -0.7846
O -1.3767 -1.1011 -1.8933 0.1789 0.5242 -1.5568
H -4.6808 -3.2512 0.9215 0.1128 0.0118 0.4853
H -4.0179 0.4847 -3.0011 0.0053 0.0885 -0.1829
C -1.5182 2.4854 -2.8088 -0.3722 -0.2081 0.5813
Sb -1.1005 1.3479 -0.8167 1.0480 4.9418 -3.9885
C 0.7750 0.8203 -1.9264 -0.0488 -0.0784 0.6389
C -0.3295 3.3329 -0.0302 -0.1265 -0.6115 0.4539
C 1.0875 3.5466 -0.3578 0.2630 0.0280 0.0336
C 1.4488 4.2793 -1.4871 0.0698 -0.0347 0.1621
C 2.7725 4.4361 -1.8512 0.0094 -0.0163 -0.0206
C 3.7703 3.8595 -1.0782 0.0445 0.0074 -0.0344
C 3.4299 3.1520 0.0577 -0.1971 -0.0257 -0.0182
C 2.0984 2.9808 0.4411 0.2055 0.3967 -0.4246
C 1.7561 2.2599 1.6659 -0.6377 -0.2922 -0.3537
Sb 0.5822 0.3069 1.3922 4.0288 3.5384 2.3127
C 2.7513 -0.4182 0.7212 -1.2811 -0.3260 1.2281
C -0.3201 1.1974 3.7015 0.9825 -1.5889 -0.8287
H -0.6448 3.0994 -3.0163 0.1341 -0.0900 0.1075
H -2.3853 3.1239 -2.6709 -0.1834 0.0850 0.0389
H -1.7040 1.7971 -3.6312 0.0993 -0.1359 0.1124
H 1.5860 1.4521 -1.5456 -0.0852 -0.1930 -0.1619
H 0.6356 1.0167 -2.9939 -0.1695 -0.0200 0.3065
H 0.9940 -0.2416 -1.7616 0.0712 0.6411 -0.2709
H -0.5003 3.3419 1.0425 -0.1430 0.0767 0.0919
H -0.9560 4.0760 -0.5072 -0.2793 -0.0558 -0.1098
H 0.6694 4.7456 -2.0670 -0.1313 0.0718 -0.1819
H 3.0247 5.0111 -2.7285 0.0396 0.0612 -0.1002
H 4.8108 3.9748 -1.3429 0.0782 0.0435 -0.0620
H 4.2043 2.7431 0.6878 0.1669 -0.1122 0.0893
H 1.1599 2.8797 2.3209 -0.2766 -0.0201 0.1999
H 2.6409 1.9381 2.1932 0.2632 -0.2028 0.2536
H 3.2726 -0.5965 1.6593 0.1732 -0.0692 -0.0680
H 3.2114 0.4061 0.1836 -0.3792 0.1809 -0.0200
H 2.6939 -1.3234 0.1190 -0.0321 0.2011 0.1449
H 0.6146 1.4085 4.2160 -0.1007 0.0210 -0.0310
H -0.8697 0.3694 4.1425 0.1053 0.1691 -0.0265
H -0.9352 2.0837 3.5549 0.1616 -0.1472 -0.6385
N 1.8287 -6.0194 1.1818 -1.1955 1.0533 -0.6980
C 0.8698 -5.0346 0.9498 -0.8716 -0.2407 0.5489
N -0.3778 -5.2135 1.5735 2.1289 0.6167 -0.6290
N 1.1861 -3.9985 0.2021 0.7767 -3.3633 0.9074
C 0.6210 -2.9940 -0.2434 0.2301 5.7786 -1.2209
N 0.4550 -1.8246 -0.5592 2.1295 -5.7375 0.5758
H 1.4464 -6.9567 1.1489 0.0431 0.0699 0.3050
H 2.6279 -5.9096 0.5732 0.0723 0.0132 0.0771
H -0.2753 -5.5390 2.5288 -0.1216 -0.2700 -0.1722
H -0.9407 -4.3694 1.5383 -0.1563 -0.0212 -0.1896
```
Forces are in eV/Å.



> Look up the E of the third one.

-2793.92821 hartree



> What is the strongest force on any atom in the first record?

4.8 eV/Å